No. 1
C49H40CrN9O2P2SSe2 | ωB97M-V/def2-TZVPD

The geometry in XYZ format:
```
106
Properties=species:S:1:pos:R:3:forces:R:3:lowdin_spin:R:1
P -2.34802 -1.16896 1.61414 -0.021 -0.129 0.052 -0.0010
H -1.18427 -3.04295 -3.13921 0.014 -0.003 0.008 0.0000
C 3.01455 2.17919 -4.07788 -0.019 -0.006 -0.014 0.0000
C -4.93222 -0.45233 0.91087 -0.035 0.037 0.002 -0.0001
C 4.89660 1.54632 -2.16331 -0.002 -0.041 0.007 0.0000
C -0.31756 -2.39506 -0.15285 -0.028 -0.277 -0.253 0.0034
H -4.13284 0.04730 -2.83107 0.010 -0.003 -0.003 0.0000
N 1.10853 -0.76646 -0.01177 -0.026 -0.054 0.120 0.0064
C 3.61841 2.72309 -0.33048 -0.085 0.074 -0.023 -0.0004
H 0.30063 5.93296 2.95757 0.011 -0.015 -0.010 0.0001
C 0.35998 -4.21317 -2.20097 0.088 -0.040 -0.044 0.0000
C -4.20188 -4.58234 2.91356 0.025 0.039 -0.035 0.0000
H -3.25458 -3.09757 -0.36742 0.023 0.174 0.039 0.0000
C -5.92567 -0.03608 0.04005 0.035 0.007 -0.009 -0.0001
H 5.97839 0.59456 -3.74484 0.003 0.000 0.002 0.0000
C -1.92795 -4.59004 3.69902 -0.061 -0.019 0.044 0.0000
C 6.07540 5.59270 0.17203 -0.014 0.043 -0.003 0.0000
P -0.43768 -4.17892 -0.57242 0.131 0.251 0.167 0.0002
H -6.92027 0.16394 0.41583 -0.003 -0.004 0.007 0.0000
C -0.17651 5.17325 3.58088 0.053 0.041 0.051 -0.0002
H -3.39395 -7.60561 -2.33188 -0.004 -0.003 -0.001 0.0000
H 6.13599 3.47303 0.33761 -0.015 0.000 0.001 0.0000
O 3.66814 0.42085 2.30518 -0.033 -0.026 0.118 -0.0010
Se -2.10955 0.44469 3.00781 0.100 -0.232 -0.030 -0.0127
H 2.36956 5.15816 -0.78489 -0.025 -0.001 0.012 0.0000
C -0.20193 3.86407 2.87136 -0.228 0.001 -0.311 0.0007
H 5.64665 1.27723 -1.43067 -0.017 0.005 0.004 0.0000
C 0.35038 -3.59514 -4.52552 0.055 -0.030 0.009 0.0000
C 4.17122 4.15277 -0.22040 0.070 -0.046 0.028 -0.0001
C 1.55026 -4.27697 -4.70500 -0.035 0.020 0.017 0.0000
N 1.17797 2.84378 4.38292 -0.134 -0.431 -0.379 -0.0052
H 1.93921 3.13319 -2.48505 -0.017 0.001 0.004 0.0000
H -5.49314 -6.33407 -1.99888 0.000 0.001 -0.003 0.0000
C -1.47795 2.23844 -0.10486 0.023 0.071 0.133 0.0002
H -1.23654 -6.62660 -1.68446 0.016 0.018 0.014 0.0000
H 2.01287 -5.38297 -1.53054 0.001 -0.010 -0.002 0.0000
O 1.24572 3.26533 -0.33330 -0.017 0.079 -0.020 0.0047
H 5.19328 1.53901 0.62852 -0.028 0.016 -0.045 0.0000
C -0.24339 -3.56622 -3.27684 -0.069 -0.003 0.015 0.0001
N -0.87036 2.47330 1.05752 -0.075 0.118 0.036 -0.0023
H 2.01699 -4.30018 -5.68126 0.000 0.002 -0.007 0.0000
H 3.08307 -5.45062 -3.77434 0.001 -0.005 0.001 0.0000
C -3.36541 -0.52687 -0.91557 -0.015 -0.156 0.014 0.0002
C 2.14777 -4.92424 -3.63616 -0.003 0.002 0.026 0.0000
C 1.60400 1.63794 4.69634 0.251 0.408 0.212 -0.0019
H -2.84342 5.25932 -0.68765 -0.001 -0.006 -0.005 -0.0001
C -3.64861 -0.72176 0.43423 -0.017 0.035 -0.094 0.0004
C 5.51115 4.32800 0.11303 0.018 0.001 0.039 0.0000
C -3.98543 -3.36079 2.29410 -0.062 -0.037 0.017 0.0000
C 2.15386 2.62126 0.16846 0.100 -0.061 0.021 0.0017
H 5.74073 7.70203 -0.05820 -0.002 0.006 0.000 0.0000
C 5.09009 1.15271 -3.47825 -0.036 0.008 -0.043 0.0000
H -1.11996 -5.07781 4.22655 0.012 0.006 -0.020 0.0000
C -0.83948 -1.43651 0.70910 0.031 -0.011 0.268 0.0023
C -1.65100 4.72065 1.00658 -0.036 -0.038 -0.046 0.0001
N 0.40390 2.79697 3.25519 0.208 0.176 0.191 -0.0038
C 4.14576 1.46620 -4.44490 0.004 0.002 0.070 0.0000
N 4.23268 1.82532 0.60373 0.140 -0.074 0.152 0.0009
C -4.54438 -5.89750 -1.71446 0.025 -0.020 0.007 0.0000
S 1.11815 0.15941 3.92693 -0.260 0.210 -0.083 -0.0311
H 2.93343 0.70364 5.92121 0.001 0.010 -0.027 -0.0001
C -2.14940 -6.06094 -1.54182 -0.018 0.016 0.013 0.0000
H 0.37671 5.08360 4.50977 -0.002 -0.017 -0.001 0.0000
H 3.35837 7.41124 -0.66797 -0.002 0.002 0.000 0.0000
H -4.78490 -2.90738 1.72408 -0.007 0.023 -0.003 0.0000
H -0.11777 -3.09037 -5.36046 -0.006 0.005 0.000 0.0000
C -4.35985 -0.09521 -1.78253 0.005 -0.015 0.002 0.0000
C 3.76119 2.25708 -1.78684 0.063 -0.049 0.023 0.0000
H -5.15433 -0.54444 1.96747 0.038 -0.008 0.009 -0.0002
H -6.41705 0.47275 -1.98568 0.000 0.000 -0.005 0.0000
H 2.26829 2.42826 -4.82207 -0.002 0.006 0.000 0.0000
H -2.67627 2.98023 -1.70488 -0.004 0.003 -0.005 0.0000
H -5.40905 -4.06511 -1.00695 0.012 0.008 0.005 0.0000
C -2.28803 4.47219 -0.19481 -0.018 0.097 0.016 -0.0008
H -1.19222 5.51071 3.79597 -0.002 -0.014 0.007 0.0000
N 2.42677 1.55594 5.76301 -0.044 -0.158 -0.017 -0.0002
C -1.70825 -3.36745 3.09019 -0.004 0.067 0.001 0.0000
C 3.97084 6.54646 -0.44463 -0.013 0.006 -0.007 0.0000
C -3.17377 -5.19606 3.61322 0.041 0.027 0.016 0.0000
H -1.35476 1.24413 -0.50976 -0.002 0.037 -0.011 -0.0001
H 2.80210 2.41440 6.12790 0.004 0.011 0.000 -0.0002
N 0.88345 -1.91553 -0.57462 -0.060 0.022 0.005 0.0029
C -3.36411 -6.61290 -1.90235 -0.016 0.022 0.008 0.0000
Cr 0.28989 1.14962 2.06430 0.228 -0.527 0.098 1.0380
C -2.73871 -2.74899 2.38138 -0.038 -0.074 0.051 -0.0005
H -1.69081 5.69469 1.47066 -0.012 0.013 -0.005 0.0001
C 5.30472 6.71269 -0.10462 -0.016 -0.062 0.005 0.0000
C -3.27261 -4.08089 -0.79904 -0.121 0.122 -0.068 0.0000
N 0.09774 -0.45488 0.79374 0.122 0.287 -0.327 0.0014
C -5.64061 0.14163 -1.30852 0.004 0.010 0.021 0.0002
H -0.72884 -2.90553 3.14971 -0.025 -0.004 -0.014 0.0001
C 2.82314 2.57690 -2.76174 0.014 0.059 -0.003 0.0000
C -0.94160 3.69443 1.61210 0.077 0.107 0.173 -0.0001
H 4.29032 1.15564 -5.47141 -0.003 0.001 -0.005 0.0000
C -4.49827 -4.63110 -1.16060 0.056 -0.035 -0.017 0.0000
Se 0.48320 -5.35705 0.90322 0.002 -0.036 -0.037 0.0009
C -2.20152 3.21168 -0.76230 0.018 -0.107 -0.044 -0.0001
C 1.55323 -4.89283 -2.37987 0.028 0.029 -0.026 0.0000
H -3.34012 -6.15638 4.08329 0.005 -0.005 0.004 0.0000
C 3.34954 1.22704 1.46259 -0.163 0.020 -0.314 0.0003
C 3.40683 5.27880 -0.50855 0.003 -0.034 -0.056 0.0000
H -5.16882 -5.06114 2.83455 -0.008 0.004 -0.007 0.0000
C -2.09597 -4.77680 -0.98888 -0.065 -0.098 -0.028 0.0000
H 7.11960 5.70182 0.43603 0.002 -0.003 -0.001 0.0000
H -2.37132 -0.73270 -1.29555 -0.001 -0.014 0.004 0.0000
N 2.06170 1.72889 1.18827 -0.092 0.174 0.144 -0.0028
```
Positions in Å, forces in eV/Å.

Summary:
**Orbital gap (alpha / beta)**: 6.8687 / 7.3161 eV
**E_HOMO (alpha / beta)**: -7.73 / -7.73 eV
**Net charge**: 0
**2S+1**: 2
**Maximum force**: 0.0115 hartree/bohr
**Total energy**: -9462.9002 Eh
**M**: 1090.85 g/mol
**LUMO level (alpha / beta)**: -0.86 / -0.42 eV

---

No. 2
C49H40CrN9O4S3 | ωB97M-V/def2-TZVPD

The geometry in XYZ format:
```
106
Properties=species:S:1:pos:R:3:forces:R:3:lowdin_spin:R:1
H -1.30415 1.39930 -3.67279 0.005 0.005 0.000 0.0000
H 0.45787 -5.15168 -4.82950 0.003 -0.005 0.001 0.0000
C 0.63930 -3.40315 0.43222 -0.050 -0.007 -0.008 0.0033
H -3.88439 -3.65016 3.75479 -0.001 -0.001 0.002 0.0000
H -5.30585 2.27939 1.67138 -0.008 -0.002 0.006 0.0000
C -0.82687 3.34955 -4.44758 -0.007 -0.015 0.013 0.0000
H -0.23446 5.34863 -4.93719 0.001 0.007 -0.003 0.0000
C 1.47126 6.09739 1.42451 0.001 -0.026 0.000 -0.0015
C 4.57613 -0.93403 4.39619 -0.016 0.008 0.023 -0.0008
O 1.55481 8.26068 0.66897 0.021 0.002 -0.029 -0.0002
C -4.65624 -0.54606 -3.44934 0.001 0.010 0.009 0.0000
C -1.30850 -3.66099 -2.36416 0.009 0.042 0.035 0.0000
S -0.35029 1.48422 -0.88484 0.073 -0.008 -0.018 0.0021
C 2.69564 5.80404 0.81743 -0.018 0.007 -0.003 0.0001
O -0.11775 7.68374 1.89976 -0.030 -0.014 0.008 -0.0003
C 1.75349 -3.22887 -0.37550 -0.002 0.042 -0.002 0.0007
H -6.08934 -0.60912 -0.37554 -0.005 -0.003 0.002 0.0000
C -1.96014 1.73722 -0.13321 0.041 0.010 -0.017 0.0001
H 3.02033 0.46304 -1.88288 -0.002 -0.001 -0.007 0.0001
H 0.80368 -2.06751 3.69094 0.003 0.003 -0.021 0.0001
C -4.00571 -0.89902 -0.75630 0.005 -0.035 -0.010 0.0000
H 0.31790 -6.75549 0.30473 -0.004 -0.003 0.003 0.0000
H -2.84473 -2.94260 1.62144 -0.039 0.024 -0.046 0.0000
Cr 1.90655 0.75464 1.43050 0.028 -0.041 -0.018 0.9549
H 0.72569 5.81162 -2.70856 0.004 0.007 0.002 0.0000
H 3.22720 6.59605 0.30850 0.005 -0.006 0.000 0.0000
H -2.07985 -3.86168 -1.63157 -0.016 -0.009 0.017 0.0000
H 6.05410 -1.56494 3.01249 -0.011 0.007 -0.001 0.0001
H -3.73482 -1.00807 0.28301 0.018 -0.038 0.023 0.0000
C -2.11952 -3.27380 4.91554 0.034 0.016 0.006 0.0004
N 5.34777 -0.92110 -0.08921 -0.009 -0.037 0.040 0.0029
C 1.81831 -5.60861 -0.71413 0.016 0.019 -0.011 0.0005
H 1.43422 -2.89137 -4.98533 0.003 0.005 -0.001 0.0000
H -2.87934 2.71220 -1.82145 -0.001 0.007 -0.007 0.0000
C -0.74171 -2.39541 -2.46671 0.003 -0.010 0.087 0.0002
C -0.25889 4.58586 -4.17085 0.007 0.001 0.023 -0.0001
H -0.16467 5.40984 2.59440 -0.001 0.011 0.002 0.0000
N 3.37505 -0.01139 0.16950 -0.032 -0.011 0.028 -0.0072
C -3.00199 2.36187 -0.80610 -0.022 0.008 0.004 0.0000
C -3.03766 -0.96053 -1.74533 -0.022 0.028 0.040 0.0003
C -2.10141 1.30613 1.18027 0.009 -0.018 0.015 0.0000
C 0.24429 -2.09695 -3.39193 0.025 0.005 -0.073 0.0000
C -5.64356 -0.49092 -2.47158 0.014 -0.007 0.032 0.0000
C 2.47791 3.50256 1.51299 -0.041 0.039 0.013 0.0041
C -4.20879 2.55118 -0.14807 0.020 -0.003 -0.014 0.0000
N 5.15316 -1.14284 3.16527 0.014 -0.016 -0.053 0.0031
S -1.32607 -1.15821 -1.34320 -0.123 -0.057 0.111 0.0010
C -0.86428 -4.65369 -3.21739 0.027 -0.014 -0.038 0.0000
C 0.12315 -4.37299 -4.15724 -0.026 -0.009 0.013 0.0000
C 0.76585 5.14586 2.10878 -0.021 -0.010 0.019 0.0004
C -5.31955 -0.66342 -1.13325 -0.007 -0.001 -0.041 0.0000
N 0.80375 1.61341 -0.01908 -0.065 0.003 0.088 -0.0016
C -2.28370 -2.90834 2.54296 -0.007 -0.021 0.016 0.0002
C -0.86529 2.36631 -3.46947 0.000 0.004 -0.031 -0.0002
H -1.24036 3.14946 -5.42656 -0.001 0.000 -0.008 0.0000
C 4.91283 -0.54479 -1.34175 -0.026 0.000 -0.013 -0.0008
C -4.36579 2.11766 1.16083 0.015 0.003 0.017 0.0000
C -2.85839 -3.30829 3.74138 0.001 -0.002 -0.043 0.0000
H -1.29116 -5.64535 -3.15672 -0.001 -0.003 0.002 0.0000
C 3.37844 -0.33221 4.15460 -0.030 -0.048 -0.006 0.0007
C 3.68700 0.02193 -1.16227 0.015 -0.011 -0.012 0.0003
H 2.28405 -6.47707 -1.16056 0.002 -0.002 -0.005 0.0000
C 4.30313 -0.67010 2.23393 -0.038 -0.009 0.135 0.0033
C 3.19982 4.52827 0.87649 0.014 -0.011 0.006 -0.0017
S -0.10923 -1.92748 1.09284 0.101 0.128 0.113 0.0139
H 4.14743 4.28074 0.41897 0.004 -0.004 0.001 0.0000
O 2.96186 2.28590 1.53039 0.048 0.070 0.005 0.0095
C 4.38858 -0.57842 0.79189 0.033 0.024 -0.093 0.0035
C 0.50884 2.84260 2.86666 -0.010 -0.002 0.016 -0.0024
N -1.39612 -1.66908 0.12201 0.009 -0.054 -0.054 0.0043
C 2.33634 -4.34241 -0.95893 -0.015 -0.038 -0.015 0.0000
O 0.70630 1.62317 2.81814 -0.065 0.002 -0.004 0.0016
H 0.65307 -1.09812 -3.44132 0.019 -0.004 -0.006 0.0000
C -0.32269 2.64370 -2.22338 0.006 -0.001 0.005 -0.0003
H -6.67146 -0.31434 -2.75807 -0.007 0.005 0.001 0.0000
C 0.25487 3.87335 -1.93415 0.000 -0.014 0.025 0.0001
H 5.51069 -0.70420 -2.22076 0.002 0.008 -0.010 -0.0001
N 0.92665 7.45842 1.32573 0.003 0.046 0.028 -0.0001
C 1.25073 3.83261 2.14347 0.061 -0.009 -0.047 -0.0015
H -2.57337 -3.58739 5.84591 -0.003 -0.005 0.000 0.0000
H -4.91231 -0.41497 -4.49153 -0.008 -0.001 -0.004 0.0000
H 0.68518 4.04986 -0.95642 -0.001 0.001 0.013 0.0001
N 3.21905 -0.17881 2.80397 0.075 0.100 -0.095 -0.0059
C 0.67390 -3.10355 -4.24615 -0.016 0.023 0.027 0.0000
C -0.96783 -2.46858 2.54862 0.032 0.029 0.002 0.0000
C 0.28140 4.84801 -2.91793 -0.006 0.005 -0.039 0.0000
H 2.14912 -2.23370 -0.54165 -0.019 -0.002 0.009 0.0000
H -5.02255 3.04773 -0.65888 -0.006 0.006 0.000 0.0000
H -3.43576 1.16238 2.84693 -0.006 0.001 0.005 0.0000
H 3.19756 -4.22267 -1.60314 0.008 -0.006 -0.002 0.0000
H 6.23301 -1.35636 0.11189 -0.013 0.014 -0.002 0.0000
N 0.85502 -0.87132 1.36473 -0.063 -0.230 -0.104 0.0100
C -0.21632 -2.42906 3.71636 0.013 0.038 0.000 0.0006
C -0.80020 -2.83755 4.90354 -0.046 -0.023 0.015 0.0000
C -3.31563 1.49303 1.82329 -0.004 0.019 -0.010 0.0000
C 0.10558 -4.65887 0.68219 0.022 -0.029 -0.025 0.0008
H 2.63307 0.00106 4.85527 0.004 0.013 0.012 0.0000
H -0.22900 -2.81335 5.82143 0.002 0.004 0.002 0.0000
C 0.71081 -5.76738 0.10729 -0.014 0.021 0.016 0.0001
H 5.06563 -1.22058 5.30909 -0.003 -0.002 0.016 -0.0001
N -0.49652 0.07398 -1.73364 0.079 0.077 -0.046 0.0017
H -1.26915 0.83965 1.69146 0.009 0.006 -0.005 0.0000
H -0.28885 3.20076 3.52962 0.005 0.003 -0.007 -0.0004
C -3.34072 -0.77866 -3.08950 0.008 -0.001 -0.048 0.0000
H -0.75830 -4.77780 1.32239 0.005 -0.012 0.001 0.0001
H -2.56613 -0.83362 -3.84531 -0.001 -0.011 0.001 0.0000
```
Positions in Å, forces in eV/Å.

Summary:
**Orbital gap (alpha / beta)**: 8.0554 / 8.0999 eV
**E_HOMO (alpha / beta)**: -12.93 / -12.68 eV
**Net charge**: +2
**2S+1**: 2
**Maximum force**: 0.0051 hartree/bohr
**Total energy**: -4923.3447 Eh
**M**: 967.11 g/mol
**LUMO level (alpha / beta)**: -4.88 / -4.58 eV